ORCA calculation (ωB97M-V/def2-TZVPD) on C41H40F5InNO7PSTe as an isolated structure.

Last column: Löwdin charge in e.
Geometry (Å):
Te  3.100  0.054  -3.358  1.932
In  0.842  -0.120  0.462  0.811
S  2.882  -1.337  -0.776  0.728
P  -0.520  1.348  -2.449  0.800
F  4.238  0.303  -4.938  -0.503
F  2.072  -0.903  -5.009  -0.582
F  4.704  0.927  -2.531  -0.523
F  2.794  1.985  -4.037  -0.538
F  4.482  -1.498  -3.340  -0.559
O  -2.614  -4.652  4.385  -0.095
O  1.507  1.808  -0.138  -0.307
O  -2.393  2.094  0.615  0.009
O  -1.338  0.152  0.547  -0.064
O  0.399  -2.461  1.460  -0.127
O  0.515  0.325  -2.210  -0.449
O  -0.483  -1.980  -1.051  -0.004
N  1.546  -3.585  -0.578  0.067
C  1.035  0.306  2.668  -0.138
C  -0.745  -2.996  1.609  -0.333
C  -1.097  -3.448  2.911  0.061
C  -1.628  -0.360  -5.951  -0.078
C  0.622  3.700  -3.290  -0.097
C  1.991  -0.235  3.550  -0.200
C  -1.163  1.169  -4.154  -0.250
C  1.608  -4.225  -3.220  -0.028
C  -2.599  1.834  -5.962  -0.101
C  2.804  2.231  0.118  -0.567
C  2.177  -3.058  -2.794  -0.077
C  -1.963  2.124  -4.767  -0.083
C  -1.770  -4.365  5.469  -0.108
C  3.872  -1.285  5.350  -0.117
C  2.939  2.814  1.536  -0.052
C  3.204  3.306  -0.899  -0.052
C  -2.834  -3.986  0.836  -0.046
C  2.893  -1.242  3.155  -0.039
C  0.297  1.809  4.404  -0.084
C  2.145  -2.711  -1.427  -0.650
C  3.811  -1.756  4.029  -0.094
C  -0.138  5.208  -1.100  -0.088
C  -2.521  -2.865  -1.833  -0.007
C  0.977  -4.726  -0.986  -0.086
C  -2.440  0.589  -6.551  -0.107
C  -2.083  1.069  -1.520  -0.115
C  -1.908  1.141  0.012  -0.704
C  -0.991  -0.070  -4.758  -0.068
C  -1.466  -2.643  -0.752  -0.387
C  3.026  -0.297  5.765  -0.066
C  1.211  1.300  5.286  -0.064
C  -2.236  -4.164  3.153  -0.278
C  -3.108  -4.462  2.090  -0.040
C  0.623  5.784  -2.106  -0.109
C  -0.093  3.109  -2.258  -0.255
C  0.997  5.028  -3.204  -0.084
C  1.005  -5.104  -2.298  -0.062
C  2.070  0.257  4.887  -0.183
C  -0.490  3.869  -1.166  -0.056
C  0.207  1.304  3.097  -0.110
C  -1.682  -3.239  0.548  -0.108
H  1.295  1.693  6.294  0.095
H  0.553  -6.031  -2.614  0.095
H  3.080  0.079  6.781  0.097
H  -0.765  -4.768  5.307  0.092
H  -3.233  2.571  -6.437  0.092
H  -2.838  1.788  -1.846  0.102
H  -2.950  0.355  -7.477  0.091
H  -1.497  -1.330  -6.413  0.101
H  -2.083  3.097  -4.310  0.107
H  -0.362  2.612  4.710  0.095
H  0.501  -5.315  -0.215  0.132
H  -0.458  5.806  -0.256  0.098
H  2.628  -2.374  -3.492  0.022
H  0.934  6.820  -2.034  0.093
H  3.170  2.901  -1.904  0.042
H  -1.692  -3.287  5.649  0.098
H  1.587  5.469  -3.994  0.101
H  -0.388  -3.192  3.683  0.114
H  4.605  -1.702  6.031  0.087
H  -2.385  0.052  -1.782  0.087
H  -2.221  -4.854  6.334  0.084
H  4.216  3.651  -0.693  0.075
H  3.881  3.353  1.642  0.066
H  -3.989  -5.050  2.296  0.100
H  -1.074  3.429  -0.372  0.087
H  -2.616  -3.926  -2.054  0.078
H  1.617  -4.471  -4.271  0.113
H  3.532  1.403  0.023  0.106
H  -0.336  -0.788  -4.284  0.093
H  -0.522  1.725  2.419  0.085
H  0.909  3.103  -4.141  0.093
H  2.513  4.144  -0.828  0.063
H  4.502  -2.523  3.707  0.093
H  -2.201  -2.346  -2.735  0.075
H  2.907  2.023  2.281  0.052
H  1.242  -3.163  0.343  0.083
H  2.109  3.496  1.709  0.080
H  2.835  -1.586  2.132  0.061
H  -3.489  -2.480  -1.522  0.083
H  -3.534  -4.214  0.043  0.101

Gap between HOMO and LUMO ... 7.05 eV
Electronic energy ... -3865.06440 Ha
Total charge ... -2
ΔE to the lowest compared entry with this formula, charge and spin ... 0.00 kcal/mol



ORCA calculation (ωB97M-V/def2-TZVPD) on a 7-piece molecular cluster, C41H40FN7O2 overall.

Last column: Löwdin charge in e.
Geometry (Å):
F  5.553  -0.790  2.135  -0.019
O  1.569  -3.980  -2.351  0.142
O  -1.186  -2.940  0.793  0.122
N  2.581  5.061  2.703  0.051
N  2.242  0.967  -0.190  0.074
N  0.176  -4.364  -0.461  0.128
N  -3.358  -0.984  -4.586  0.051
N  -0.694  -0.871  3.940  0.055
N  -4.603  -5.627  -8.209  0.047
N  -4.089  4.280  3.718  0.049
C  -4.217  -4.523  -8.850  -0.162
C  1.304  -2.804  0.919  -0.117
C  -2.658  -1.272  -1.906  -0.093
C  3.954  -2.208  1.058  -0.136
C  3.489  -2.855  -0.068  0.050
C  6.181  -1.582  -0.050  -0.171
C  -4.989  -5.487  -6.942  -0.161
C  -3.460  -0.218  -2.315  -0.073
C  -2.273  0.674  4.871  -0.070
C  2.621  2.047  -0.881  -0.159
C  -4.196  -3.263  -8.272  -0.073
C  0.891  1.777  -2.493  -0.068
C  3.099  -1.865  2.086  0.008
C  2.515  3.840  2.171  -0.157
C  2.157  -3.151  -0.126  -0.093
C  3.668  5.354  3.416  -0.164
C  -2.587  -1.991  -4.172  -0.147
C  7.063  -2.805  -0.450  -0.085
C  1.983  2.491  -2.029  -0.063
C  3.503  2.878  2.322  -0.083
C  4.625  3.204  3.067  -0.077
C  -4.506  5.635  5.653  -0.073
C  -1.106  -0.503  2.727  -0.151
C  -3.780  -0.122  -3.660  -0.152
C  -4.107  6.769  4.967  -0.080
C  -2.685  1.045  3.601  -0.072
C  -4.603  -3.139  -6.953  -0.092
C  -4.477  4.421  4.986  -0.156
C  4.713  4.469  3.627  -0.079
C  -5.010  -4.274  -6.270  -0.076
C  1.334  -3.878  -1.177  -0.359
C  0.481  0.655  -1.794  -0.047
C  -0.075  -3.301  0.503  -0.340
C  5.425  -1.861  1.255  -0.289
C  -2.090  0.446  2.503  -0.052
C  1.752  -2.148  2.038  0.009
C  -3.710  5.384  3.075  -0.148
C  -2.211  -2.181  -2.850  -0.060
C  -1.277  -0.283  4.985  -0.149
C  1.187  0.298  -0.656  -0.130
C  -3.698  6.645  3.650  -0.070
H  2.334  3.374  -2.544  0.104
H  -3.459  1.792  3.469  0.081
H  6.878  -0.770  0.182  0.112
H  -5.296  -6.402  -6.446  0.100
H  7.295  -3.438  0.410  0.070
H  5.573  4.763  4.213  0.098
H  3.478  -1.367  2.971  0.127
H  4.149  -3.141  -0.881  0.129
H  -2.385  -1.386  -0.863  0.091
H  -4.602  -2.173  -6.464  0.082
H  8.012  -2.461  -0.867  0.069
H  5.864  -2.722  1.774  0.147
H  -4.113  7.737  5.452  0.106
H  -3.910  -4.668  -9.880  0.100
H  -5.336  -4.220  -5.240  0.101
H  -2.383  0.708  1.495  0.099
H  -4.832  5.689  6.683  0.101
H  1.066  -1.901  2.845  0.094
H  -3.378  7.506  3.079  0.102
H  5.420  2.482  3.207  0.104
H  -0.920  -0.602  5.958  0.102
H  -4.777  3.505  5.485  0.101
H  -0.366  0.069  -2.124  0.082
H  5.536  -1.260  -0.868  0.111
H  3.482  2.573  -0.483  0.098
H  6.529  -3.398  -1.197  0.066
H  -2.258  -2.675  -4.947  0.106
H  -3.829  0.512  -1.607  0.101
H  3.692  6.354  3.838  0.100
H  -1.584  -3.019  -2.570  0.098
H  0.903  -0.570  -0.072  0.081
H  3.395  1.901  1.868  0.076
H  0.366  2.091  -3.387  0.109
H  -0.616  -0.999  1.904  0.059
H  -4.407  0.684  -4.026  0.102
H  -3.402  5.240  2.045  0.104
H  -3.870  -2.402  -8.839  0.100
H  -2.712  1.117  5.754  0.097
H  0.425  -5.225  0.019  0.151
H  1.620  3.632  1.594  0.101

Gap between HOMO and LUMO ... 9.19 eV
Electronic energy ... -2219.94717 Ha
Total charge ... 0
ΔE to the lowest compared entry with this formula, charge and spin ... 0.00 kcal/mol



ORCA calculation (ωB97M-V/def2-TZVPD) on a 2-piece molecular cluster, C41H42F6N3Si overall.

Last column: Löwdin charge in e.
Geometry (Å):
Si  1.006  -6.461  3.644  0.728
F  4.845  0.657  -1.263  0.116
F  -4.495  2.963  1.000  0.117
F  7.054  0.812  -1.277  0.133
F  -6.553  2.419  1.595  0.132
F  5.825  2.591  -0.835  0.112
F  -4.826  1.246  2.358  0.111
N  -0.380  -4.038  4.250  -0.081
N  4.693  1.438  1.474  -0.114
N  -4.095  0.834  -0.576  -0.102
C  -5.391  0.976  0.069  -0.036
C  -1.738  -3.628  4.665  -0.191
C  -2.342  -1.643  1.502  0.021
C  0.557  -6.359  1.841  -0.234
C  2.648  -5.709  4.084  -0.262
C  -0.321  -5.045  -0.010  -0.082
C  -3.371  -0.954  0.899  0.013
C  -0.097  -9.086  3.956  -0.104
C  1.291  -0.913  2.265  -0.206
C  1.036  -8.270  4.119  -0.240
C  2.371  1.289  2.091  0.005
C  1.245  0.519  2.269  -0.026
C  -2.528  -4.902  4.999  -0.147
C  -0.349  -6.193  -0.811  -0.083
C  3.637  0.664  1.875  -0.188
C  -0.729  -0.346  0.226  0.012
C  5.923  1.233  -0.637  -0.531
C  -5.333  1.897  1.251  -0.510
C  4.725  -4.641  3.453  -0.093
C  0.064  -1.665  2.202  0.101
C  1.156  -11.015  4.718  -0.080
C  2.293  -10.217  4.863  -0.074
C  -3.103  0.043  -0.084  -0.176
C  3.496  -5.208  3.091  -0.099
C  -1.750  0.255  -0.481  0.019
C  0.078  -7.418  -0.293  -0.073
C  5.897  0.915  0.830  -0.041
C  5.096  -4.569  4.801  -0.083
C  0.157  -5.130  1.300  -0.095
C  3.729  -0.747  2.050  0.013
C  4.257  -5.089  5.791  -0.074
C  3.026  -5.651  5.435  -0.102
C  0.531  -7.504  1.028  -0.074
C  -0.980  -1.235  1.334  -0.189
C  -3.887  1.649  -1.757  -0.030
C  -0.193  -5.426  4.662  -0.368
C  4.752  2.849  1.798  -0.046
C  2.232  -8.851  4.568  -0.081
C  2.587  -1.508  2.261  0.018
C  -1.573  -6.080  4.777  -0.174
C  -0.037  -10.452  4.255  -0.076
H  3.191  -5.265  2.042  0.103
H  5.385  -4.259  2.676  0.100
H  -1.034  -8.657  3.591  0.098
H  5.974  -0.169  0.938  0.130
H  6.047  -4.116  5.077  0.103
H  6.766  1.444  1.252  0.148
H  -0.673  -4.083  -0.386  0.093
H  -3.390  1.069  -2.551  0.107
H  0.276  1.004  2.389  0.130
H  -0.708  -6.130  -1.837  0.104
H  0.186  -4.237  1.925  0.057
H  0.299  -0.118  -0.055  0.130
H  -1.824  -6.623  3.859  0.095
H  -6.077  1.428  -0.652  0.145
H  1.202  -12.078  4.954  0.106
H  2.655  -2.591  2.380  0.107
H  0.308  -3.421  4.683  0.117
H  2.355  -6.045  6.207  0.109
H  -1.659  -2.958  5.532  0.119
H  4.549  -5.068  6.841  0.107
H  0.056  -8.317  -0.910  0.107
H  -1.529  0.954  -1.292  0.114
H  -4.865  1.976  -2.116  0.098
H  -0.928  -11.066  4.118  0.106
H  3.234  -10.649  5.203  0.106
H  -2.571  -2.477  2.164  0.105
H  -3.268  2.534  -1.545  0.106
H  -0.086  -2.518  2.860  0.076
H  4.720  -1.211  2.037  0.110
H  -1.572  -6.797  5.603  0.120
H  5.810  3.149  1.860  0.102
H  -2.205  -3.051  3.865  0.064
H  2.313  2.381  2.051  0.113
H  -5.755  0.016  0.438  0.136
H  -3.411  -4.985  4.361  0.107
H  -2.834  -4.852  6.049  0.111
H  4.276  3.019  2.774  0.100
H  3.122  -8.230  4.690  0.096
H  0.851  -8.464  1.438  0.103
H  4.232  3.472  1.048  0.103
H  0.282  -5.448  5.661  0.109
H  -4.407  -1.167  1.162  0.114

Gap between HOMO and LUMO ... 5.95 eV
Electronic energy ... -2640.29633 Ha
Total charge ... +1
ΔE to the lowest compared entry with this formula, charge and spin ... 0.00 kcal/mol



ORCA calculation (ωB97M-V/def2-TZVPD) on C41H42HgP2Se as an isolated structure.

Last column: Löwdin charge in e.
Geometry (Å):
Hg  2.340  -0.663  -4.729  0.764
Se  1.034  -2.804  0.744  0.805
P  0.180  -2.217  -8.633  1.000
P  2.080  0.240  -9.116  0.991
C  -1.535  3.190  -1.716  -0.107
C  2.584  0.170  -11.888  -0.113
C  -0.570  -3.371  -9.897  -0.381
C  -1.669  0.132  -0.045  -0.107
C  -1.673  -3.042  -10.694  -0.098
C  -2.180  -3.955  -11.635  -0.085
C  -2.723  -3.381  -5.885  -0.084
C  0.069  -4.618  -10.107  -0.108
C  -2.030  2.595  0.733  -0.211
C  2.988  0.660  -13.134  -0.092
C  -0.435  -5.527  -11.046  -0.092
C  -0.486  -1.063  4.133  -0.091
C  2.162  1.718  -8.039  -0.431
C  1.125  2.645  -7.953  -0.093
C  -2.479  -2.476  -4.848  -0.090
C  1.828  -0.330  3.943  -0.085
C  -0.698  -1.487  -6.134  -0.168
C  -1.296  3.252  -0.400  -0.103
C  -2.496  0.107  -1.104  -0.107
C  2.116  -0.986  -2.575  -0.393
C  3.471  3.024  -6.471  -0.099
C  1.285  3.796  -7.177  -0.081
C  0.346  0.323  -9.636  -0.361
C  3.373  2.205  -10.830  -0.088
C  3.756  2.700  -12.086  -0.090
C  0.584  -0.279  4.608  -0.069
C  -1.565  -5.200  -11.811  -0.093
C  -0.336  -1.849  2.998  -0.144
C  1.986  -1.103  2.795  -0.127
C  -2.337  2.178  -2.495  -0.190
C  -1.700  1.121  1.067  -0.192
C  2.759  0.946  -10.723  -0.361
C  0.895  -1.858  2.283  -0.764
C  2.455  3.986  -6.440  -0.091
C  -0.514  -0.655  -9.244  -0.343
C  -1.932  -3.367  -7.039  -0.084
C  3.324  1.883  -7.257  -0.165
C  -0.925  -2.407  -7.169  -0.383
C  -1.450  -1.537  -4.965  -0.095
C  -3.248  1.273  -1.647  -0.201
C  3.572  1.931  -13.239  -0.098
H  0.455  0.355  5.493  0.105
H  -1.442  -1.064  4.659  0.106
H  -0.519  3.950  -0.050  0.101
H  -2.630  -0.828  -1.660  0.096
H  0.035  1.168  -10.265  0.086
H  -3.701  1.865  -0.846  0.097
H  -2.453  0.790  1.816  0.123
H  -3.084  -2.502  -3.943  0.096
H  2.265  -2.054  -2.338  -0.053
H  2.115  -0.814  -11.821  0.100
H  -1.956  -5.919  -12.540  0.103
H  2.935  -1.133  2.260  0.095
H  3.540  2.811  -9.935  0.097
H  -1.608  -0.538  -9.258  0.081
H  0.060  -6.495  -11.182  0.103
H  -3.533  -4.101  -5.805  0.101
H  -1.716  3.161  1.625  0.104
H  0.961  -4.867  -9.523  0.098
H  -1.228  -0.845  -4.149  0.085
H  -3.115  2.730  0.700  0.099
H  2.861  -0.437  -1.989  -0.043
H  -2.161  -2.072  -10.603  0.088
H  4.381  3.146  -5.880  0.104
H  2.676  0.243  4.329  0.105
H  -0.949  -0.683  0.096  0.056
H  1.116  -0.669  -2.248  -0.056
H  -3.053  -3.696  -12.235  0.101
H  0.083  -0.729  -6.253  0.013
H  -1.040  3.924  -2.365  0.099
H  -2.947  2.715  -3.242  0.109
H  0.492  4.539  -7.147  0.102
H  0.191  2.484  -8.489  0.091
H  -1.661  1.552  -3.113  0.109
H  3.885  2.317  -14.211  0.099
H  -2.109  -4.082  -7.843  0.100
H  2.586  4.883  -5.835  0.102
H  2.844  0.057  -14.032  0.101
H  4.089  1.104  -7.271  0.090
H  -1.157  -2.462  2.625  0.097
H  -0.727  1.076  1.580  0.103
H  -4.044  0.899  -2.292  0.105
H  4.198  3.697  -12.154  0.101

Gap between HOMO and LUMO (spin up / spin down) ... 7.18 / 4.78 eV
Electronic energy ... -4824.88490 Ha
Total charge ... 0
ΔE to the lowest compared entry with this formula, charge and spin ... 0.00 kcal/mol